Molecular formula: C36H27F5N5O3PSn
Method: DFT, ωB97M-V with the def2-TZVPD basis set

```
! wB97M-V def2-TZVPD RIJCOSX def2/J DEFGRID3
* xyz 0 1
Sn 0.12842 0.96601 -0.72614
C 0.36242 2.62231 2.28686
N 0.62072 1.24551 1.88566
C 1.88422 0.64461 2.29106
C 2.75802 0.34501 1.11516
N 2.62252 0.90091 -0.05524
C 3.59932 0.36271 -0.85114
C 3.89372 0.60561 -2.18424
C 4.94752 -0.08909 -2.73864
C 5.69262 -1.00369 -1.98934
C 5.41672 -1.25209 -0.65734
C 4.35732 -0.55589 -0.09664
N 3.79682 -0.52749 1.16086
C 0.35692 3.56811 1.12866
N 0.84922 3.30031 -0.04864
C 0.64792 4.41811 -0.81584
C 0.97932 4.66131 -2.14134
C 0.66912 5.90171 -2.65744
C 0.04142 6.87761 -1.87914
C -0.30118 6.64801 -0.55934
C 0.01022 5.40271 -0.03574
N -0.14488 4.82501 1.20526
H -0.62468 2.68231 2.75536
H 1.10852 2.96761 3.01976
H -0.14008 0.66871 2.22276
H 2.43502 1.30951 2.97456
H 1.69142 -0.29669 2.81826
H 3.30382 1.31231 -2.74814
H 5.21112 0.07361 -3.77274
H 6.50912 -1.52759 -2.46554
H 6.00332 -1.95739 -0.08844
H 4.04642 -1.11719 1.93866
H 1.45652 3.89311 -2.73174
H 0.91582 6.13321 -3.68314
H -0.17618 7.83891 -2.32244
H -0.78818 7.41111 0.02826
H -0.67018 5.20741 1.97496
O -3.76088 2.76011 1.01186
C -3.04018 1.92481 0.49766
O -1.79758 2.06761 0.26136
C -3.62908 0.53611 0.12156
P -2.23848 -0.65969 0.11136
C -3.09378 -2.23519 -0.25434
C -3.59208 -3.08849 0.72436
C -4.17398 -4.29129 0.36706
C -4.26088 -4.65489 -0.96674
C -3.78878 -3.79959 -1.94914
C -3.20928 -2.59559 -1.59334
C -1.89298 -0.83279 1.89236
C -2.39278 0.03871 2.85686
C -1.99318 -0.08119 4.17796
C -1.10318 -1.07259 4.55486
C -0.60118 -1.94429 3.59886
C -0.98278 -1.81939 2.27606
H -4.03058 0.59481 -0.89264
H -4.43628 0.24001 0.79666
H -3.52248 -2.81899 1.76756
H -4.55508 -4.95579 1.12956
H -4.69598 -5.60379 -1.23954
H -3.86328 -4.07889 -2.99144
H -2.83658 -1.92659 -2.35944
H -3.08468 0.81951 2.58506
H -2.38998 0.59861 4.91756
H -0.80618 -1.16899 5.58936
H 0.09252 -2.72029 3.88826
H -0.58048 -2.48679 1.52586
F 0.16002 -5.57369 -3.84704
C 0.36012 -4.52469 -3.02794
C 1.03872 -4.68749 -1.82324
F 1.50772 -5.89949 -1.48824
C 1.22882 -3.61449 -0.97384
F 1.88632 -3.80069 0.19436
C 0.76372 -2.30729 -1.26414
O 0.92722 -1.33389 -0.45884
C 0.11092 -2.19639 -2.51084
F -0.33348 -0.95729 -2.87854
C -0.10158 -3.25799 -3.36544
F -0.75888 -3.05819 -4.51964
*
```

Summary:
ΔE to the lowest compared entry with this formula, charge and spin = 49.8 kJ/mol
HOMO-LUMO gap = 7.72 eV
LUMO level = 0.22 eV
E_HOMO = -7.49 eV